(1)
C23H33N13O3PRu as an isolated structure in a non-equilibrium geometry. Source: the Open Molecules 2025 dataset; level of theory: ωB97M-V with the def2-TZVPD basis set.

```
74
Properties=species:S:1:pos:R:3:forces:R:3
Ru 1.123 1.375 0.391 -0.7 0.5 0.3
O 0.184 0.616 -1.371 0.4 0.3 1.2
N -0.890 1.227 -1.759 -1.0 0.9 -0.7
N -1.526 1.886 -0.870 1.4 -1.4 0.1
O -1.211 1.867 0.382 0.8 -0.3 0.2
C -2.552 2.742 -1.305 -1.2 1.0 -0.5
C -3.206 2.503 -2.511 0.1 -0.1 0.2
C -4.146 3.413 -2.952 0.0 0.1 0.1
C -4.428 4.549 -2.203 0.1 0.0 0.0
C -3.757 4.788 -1.014 -0.1 -0.1 -0.1
C -2.829 3.878 -0.551 0.3 -0.4 0.1
H -2.977 1.611 -3.069 0.0 0.0 -0.2
H -4.651 3.253 -3.891 -0.1 -0.1 -0.1
H -5.159 5.259 -2.552 -0.1 0.1 -0.1
H -3.939 5.695 -0.458 -0.1 0.0 0.1
H -2.296 4.033 0.374 0.0 0.1 0.1
N 1.623 4.531 1.797 0.2 -0.2 0.6
C 2.035 3.439 2.481 -0.1 0.1 -0.3
N 2.623 3.377 3.686 -0.3 1.5 -0.2
N 2.873 2.133 3.912 0.2 -1.5 0.0
N 2.444 1.435 2.911 0.0 0.0 0.6
N 1.917 2.205 1.978 -0.2 0.7 0.1
C 1.182 4.429 0.507 -0.5 -0.4 -1.5
N 0.820 5.444 -0.259 0.8 0.3 2.1
N 0.479 4.916 -1.406 -0.7 -0.1 -1.5
N 0.594 3.646 -1.399 0.0 -0.3 -1.1
N 1.050 3.267 -0.209 0.5 0.8 0.8
H 1.702 5.459 2.193 0.1 -0.1 0.1
C -1.781 -1.763 -2.719 0.1 0.0 0.0
C -1.552 -2.185 -1.269 0.2 0.2 0.0
C -2.648 -1.573 -0.393 0.1 0.0 0.2
C -1.594 -3.707 -1.136 0.1 0.0 0.1
P 0.119 -1.591 -0.570 -0.4 -1.5 0.0
C -0.011 -2.198 1.153 0.1 0.2 -0.3
C -0.646 -1.303 2.021 0.0 0.0 0.0
C -0.937 -1.675 3.318 -0.1 0.1 0.0
C -0.575 -2.933 3.778 0.1 0.0 0.0
C 0.082 -3.809 2.932 -0.1 -0.1 0.1
C 0.356 -3.455 1.620 0.0 0.1 0.0
C 1.673 -2.090 -1.575 -0.2 0.2 0.3
C 2.707 -0.981 -1.372 0.0 0.2 0.2
C 2.254 -3.404 -1.063 -0.1 0.1 0.1
C 1.337 -2.188 -3.058 -0.2 0.0 0.1
H -2.844 -1.836 -2.944 -0.1 0.0 0.0
H -1.261 -2.417 -3.410 0.0 0.0 -0.1
H -1.474 -0.735 -2.896 0.0 0.0 -0.1
H -3.623 -1.855 -0.787 0.0 -0.1 -0.1
H -2.602 -0.486 -0.380 0.0 0.1 0.0
H -2.592 -1.932 0.631 -0.1 0.0 0.0
H -2.554 -4.069 -1.505 -0.1 0.0 -0.1
H -1.498 -4.017 -0.097 0.0 -0.1 0.0
H -0.812 -4.183 -1.725 0.1 -0.1 -0.1
H -0.897 -0.303 1.676 -0.1 -0.2 0.1
H -1.459 -0.991 3.969 0.0 0.1 0.1
H -0.802 -3.227 4.790 0.0 0.0 0.1
H 0.360 -4.791 3.284 0.1 -0.1 0.0
H 0.839 -4.172 0.979 0.0 -0.1 -0.1
H 2.987 -0.918 -0.325 0.0 0.0 -0.1
H 2.335 -0.004 -1.699 0.1 -0.2 -0.1
H 3.599 -1.206 -1.955 0.0 -0.1 -0.1
H 2.582 -3.301 -0.031 0.0 -0.1 0.1
H 3.125 -3.659 -1.668 0.0 0.0 -0.1
H 1.536 -4.217 -1.152 0.0 -0.1 0.0
H 0.793 -1.311 -3.398 0.0 0.0 -0.1
H 0.769 -3.089 -3.278 -0.1 0.0 -0.1
H 2.271 -2.240 -3.615 0.1 0.0 0.0
N 4.057 0.182 1.854 0.2 0.0 -0.2
C 2.736 -0.018 2.404 1.0 -0.2 0.6
N 2.680 -0.940 3.470 0.0 -0.1 0.0
O 1.831 -0.254 1.470 -0.4 0.2 -1.0
H 4.319 -0.591 1.252 -0.1 -0.1 0.2
H 4.760 0.269 2.579 0.0 0.0 0.0
H 3.242 -0.656 4.259 0.1 -0.1 0.1
H 1.733 -1.157 3.752 -0.1 0.0 0.0
```
Positions in Å, forces in eV/Å.

Values from the calculation:
- Multiplicity: 5
- Highest occupied orbital energy (spin up / spin down): -11.1 / -11.6 eV
- Kohn-Sham gap (spin up / spin down): 8.010 / 6.399 eV
- Charge: +1
- E: -61758.0433 eV
- Relative energy (zero: lowest compared OMol25 entry of this formula, charge and spin): 69.7 kcal/mol
- LUMO level (spin up / spin down): -3.0855 / -5.2436 eV

Löwdin population analysis, charges in e, atoms 1 to 4: number 1, Ru, carries 1.56; number 2, O, carries -0.38; number 3, N, carries 0.01; number 4, N, carries -0.23

---

(2)
A 2-piece molecular cluster, C28H56IN4O4Si overall in a non-equilibrium geometry. Source: the Open Molecules 2025 dataset; level of theory: ωB97M-V with the def2-TZVPD basis set.

```
94
Properties=species:S:1:pos:R:3:forces:R:3
C 3.040 -3.501 2.724 0.1 -0.7 0.0
C 1.553 -4.023 2.273 -0.2 0.0 0.0
C 0.504 -2.769 1.939 0.0 -1.1 2.5
O 1.116 -1.679 1.169 -1.7 -1.2 -2.6
C 0.614 -1.607 -0.212 -0.1 1.1 1.5
I 0.712 -3.565 -1.279 0.0 0.2 0.5
N 1.595 -0.710 -0.974 -2.1 0.9 -1.0
C 0.885 0.259 -1.890 0.4 1.3 -0.8
N 1.397 1.560 -1.985 -2.0 -4.1 -1.2
C 0.791 2.643 -2.877 -1.5 1.3 -0.2
C -0.014 3.666 -1.828 -0.1 -0.2 -0.2
C -1.234 4.416 -2.637 1.0 1.1 0.0
O -2.306 4.804 -1.700 1.1 1.6 -1.6
Si 2.869 2.098 -1.029 1.8 1.2 2.2
C 2.316 2.338 0.835 -0.7 0.8 0.4
C 3.488 3.875 -1.590 0.2 0.8 -0.3
C 4.386 0.929 -1.237 0.6 -0.7 -0.2
N -0.299 -0.205 -2.707 2.4 -0.1 1.8
C 0.101 -0.943 -3.965 -0.5 1.0 -2.2
C -1.027 -0.511 -5.121 -0.5 -0.7 0.7
C -2.068 -1.753 -5.366 -0.6 -0.5 -1.0
O -3.334 -1.599 -4.616 0.7 -1.5 0.0
C -3.940 -2.903 -4.304 -0.3 -1.1 0.4
C -1.333 -0.944 -1.890 -2.1 0.4 0.6
C -0.950 -1.118 -0.305 -1.0 -1.0 0.1
O -1.264 0.073 0.532 -0.5 -1.9 -0.8
C -2.603 -0.093 1.177 -1.3 0.3 0.6
C -2.555 -0.907 2.600 0.5 0.4 0.9
C -1.605 -0.034 3.664 0.2 -0.4 0.4
C -4.010 -1.076 3.349 -0.7 -0.7 -0.1
C -5.312 -0.961 2.359 -1.0 -0.1 1.1
C -6.596 -1.751 3.083 1.6 0.2 0.1
C -5.797 0.602 2.191 0.7 -0.2 -0.4
H 3.037 -3.434 3.900 0.3 0.0 -2.4
H 3.831 -4.313 2.371 -1.6 1.7 1.0
H 3.370 -2.486 2.242 -0.9 -1.9 1.0
H 1.083 -4.627 3.185 0.9 1.4 -2.0
H 1.630 -4.794 1.388 -0.2 1.7 1.6
H -0.503 -3.184 1.513 2.0 0.9 0.5
H 0.239 -2.312 3.010 0.6 -0.8 -2.5
H 2.161 -1.347 -1.587 -0.4 1.0 0.7
H -0.018 2.251 -3.626 1.7 0.2 1.6
H 1.597 3.216 -3.530 -1.5 -1.5 1.7
H -0.415 2.999 -0.927 0.6 1.5 -2.0
H 0.700 4.491 -1.388 -1.4 -1.8 -0.9
H -0.794 5.430 -3.070 -0.7 -2.3 0.6
H -1.610 3.772 -3.549 0.5 1.1 2.0
H -2.445 5.807 -1.833 0.2 -2.6 0.4
H 1.192 1.996 0.994 2.5 0.4 -0.1
H 2.317 3.506 1.075 0.1 -2.5 -0.5
H 3.075 1.827 1.566 -1.7 0.8 -1.3
H 4.596 4.009 -1.169 -2.4 -0.4 -1.0
H 3.508 3.996 -2.762 0.1 0.0 2.3
H 2.846 4.745 -1.097 1.3 -1.9 -1.2
H 4.485 0.575 -2.366 0.0 0.6 2.4
H 4.271 -0.003 -0.524 0.4 1.8 -1.5
H 5.359 1.550 -0.932 -2.2 -1.4 -0.7
H 0.044 -2.110 -3.898 0.5 2.3 0.3
H 1.137 -0.536 -4.356 -1.9 -1.0 1.0
H -0.510 -0.264 -6.143 -1.0 -0.4 2.0
H -1.625 0.422 -4.678 1.3 -2.0 -1.3
H -2.363 -1.810 -6.507 0.7 0.2 2.1
H -1.638 -2.818 -5.089 -0.4 2.2 -0.5
H -4.206 -3.554 -5.250 0.6 1.5 1.6
H -3.192 -3.543 -3.651 -1.4 1.2 -1.2
H -4.950 -2.802 -3.680 2.4 0.3 -1.4
H -1.655 -1.970 -2.407 1.1 2.2 1.2
H -2.322 -0.276 -1.920 2.1 -1.4 0.2
H -1.661 -1.981 0.112 1.9 1.6 -1.1
H -3.054 0.982 1.425 1.4 -2.2 -0.7
H -3.343 -0.593 0.411 1.5 0.9 1.4
H -2.133 -2.011 2.449 -0.7 2.5 0.2
H -0.479 -0.348 3.629 -2.1 0.6 -0.1
H -1.655 1.119 3.456 0.0 -2.2 0.2
H -1.973 -0.197 4.786 0.8 0.2 -2.5
H -4.058 -2.166 3.833 0.3 2.3 -1.1
H -4.133 -0.335 4.276 0.3 -1.4 -2.2
H -5.125 -1.528 1.351 -0.2 1.3 1.8
H -7.451 -1.896 2.290 1.6 0.2 1.9
H -6.161 -2.771 3.502 -1.3 1.9 -1.0
H -6.907 -1.117 4.021 0.3 -1.2 -1.9
H -6.943 0.610 1.951 2.2 0.2 0.6
H -5.517 1.176 3.195 -0.9 -1.2 -2.2
H -5.240 1.163 1.306 -1.2 -1.2 1.8
N 6.985 1.217 4.234 -0.1 -0.1 -0.2
C 5.852 0.472 4.032 -0.1 0.0 0.0
C 5.513 0.566 2.700 -0.1 -0.2 0.3
C 6.479 1.392 2.077 0.3 0.2 0.0
C 7.377 1.778 3.046 0.0 0.1 0.0
H 7.458 1.334 5.121 -0.2 -0.1 -0.3
H 5.385 -0.058 4.851 0.1 0.1 -0.2
H 4.663 0.090 2.229 0.1 0.0 0.1
H 6.515 1.675 1.033 0.1 0.0 0.2
H 8.259 2.402 2.993 -0.2 -0.1 0.0
```
Positions in Å, forces in eV/Å.

Values from the calculation:
- Multiplicity: 1
- Highest occupied orbital energy: -10.1 eV
- Kohn-Sham gap: 6.252 eV
- Charge: +1
- E: -60055.7016 eV
- LUMO level: -3.8238 eV

Löwdin population analysis, charges in e, atoms 1 to 4: number 1, C, carries -0.13; number 2, C, carries -0.23; number 3, C, carries -0.24; number 4, O, carries -0.17

---

(3)
An isolated ion of composition C4H11N2O and charge +1 in a non-equilibrium geometry. Source: the Open Molecules 2025 dataset; level of theory: ωB97M-V with the def2-TZVPD basis set.

```
18
Properties=species:S:1:pos:R:3:forces:R:3
N 2.143 1.461 -0.688 0.7 -0.2 -0.4
C 1.806 0.326 0.162 -0.1 -0.1 0.6
C 0.275 0.308 0.218 0.9 -0.9 0.6
N -0.181 0.213 -1.203 -1.7 1.1 -0.5
C -0.348 -0.800 1.089 0.2 1.2 -0.6
C -1.818 -0.991 0.913 -1.6 -1.7 -0.9
O -2.455 -0.871 -0.118 1.0 0.9 0.3
H 3.152 1.586 -0.752 -0.3 0.0 -0.2
H 1.729 2.359 -0.441 0.2 -0.4 0.4
H 2.258 0.312 1.161 -0.5 0.6 0.2
H 2.206 -0.625 -0.211 -0.2 0.2 -0.7
H 0.004 1.303 0.581 -0.4 -0.2 -0.1
H 0.460 0.744 -1.807 0.4 -0.2 0.1
H -1.094 0.681 -1.246 0.1 0.0 -0.1
H -0.431 -0.692 -1.602 0.6 -0.4 0.4
H 0.084 -1.770 0.809 0.1 0.0 0.4
H -0.172 -0.535 2.132 0.3 -0.4 0.0
H -2.352 -1.548 1.699 0.3 0.4 0.6
```
Positions in Å, forces in eV/Å.

Values from the calculation:
- Multiplicity: 1
- Highest occupied orbital energy: -14.2 eV
- Kohn-Sham gap: 10.845 eV
- Charge: +1
- E: -9347.1838 eV
- SMILES string: NC[C@@H]([NH3+])CC=O
- Relative energy (zero: lowest compared OMol25 entry of this formula, charge and spin): 38.6 kcal/mol
- LUMO level: -3.3221 eV

Löwdin population analysis, charges in e, atoms 1 to 4: number 1, N, carries 0.00; number 2, C, carries -0.23; number 3, C, carries -0.28; number 4, N, carries 0.21

---

(4)
A 4-piece molecular cluster, C3H12NO3 overall in a non-equilibrium geometry. Source: the Open Molecules 2025 dataset; level of theory: ωB97M-V with the def2-TZVPD basis set.

```
19
Properties=species:S:1:pos:R:3:forces:R:3
O 0.522 0.885 -2.417 3.5 -3.2 -0.1
C 1.482 0.001 -2.379 -3.2 3.9 -1.3
C 1.925 -0.604 -1.216 -0.8 -1.9 3.4
N -0.224 -0.576 1.988 -0.3 0.0 1.3
C -1.594 -0.217 2.214 -1.8 -0.2 -0.2
H 2.005 -0.287 -3.249 0.3 -0.1 -1.5
H 1.424 -0.471 -0.215 0.7 0.3 -1.1
H 2.600 -1.464 -1.304 0.1 0.5 0.0
H 0.332 0.148 1.630 0.7 1.4 -0.8
H 0.302 -1.071 2.716 -0.8 -0.1 -0.3
H -2.128 -1.131 2.497 0.0 0.1 -0.1
H -1.953 0.525 3.030 1.4 -0.7 -0.8
H -2.106 0.198 1.297 1.0 -0.5 0.6
H -0.789 -0.176 -1.744 -1.8 -0.1 2.1
H -2.020 -1.004 -1.610 -0.3 0.2 0.7
O -1.487 -0.422 -1.034 1.5 -0.2 -2.7
H 0.756 1.506 -0.785 -2.0 0.9 2.6
H 0.691 2.496 0.464 -0.7 -1.1 -0.4
O 0.263 1.665 0.118 2.5 0.8 -1.5
```
Positions in Å, forces in eV/Å.

Values from the calculation:
- Multiplicity: 1
- Highest occupied orbital energy: -13.1 eV
- Kohn-Sham gap: 3.379 eV
- Charge: +1
- E: -10924.7513 eV
- Relative energy (zero: lowest compared OMol25 entry of this formula, charge and spin): 170.5 kcal/mol
- LUMO level: -9.6772 eV

Löwdin population analysis, charges in e, atoms 1 to 4: number 1, O, carries 0.06; number 2, C, carries -0.16; number 3, C, carries 0.31; number 4, N, carries 0.08

---

(5)
C4H4N2 as an isolated structure in a non-equilibrium geometry. Source: the Open Molecules 2025 dataset; level of theory: ωB97M-V with the def2-TZVPD basis set.

```
10
Properties=species:S:1:pos:R:3:forces:R:3
C 1.495 -1.530 -0.723 -1.9 1.1 1.1
C 0.608 -1.484 0.359 3.4 -2.1 -1.2
C 1.660 -0.331 -1.487 -1.5 -1.3 2.1
C -1.612 0.772 1.207 5.1 0.0 0.5
N 0.589 0.337 -0.993 1.0 1.2 -1.3
N 0.114 -0.353 0.054 -3.3 2.1 0.8
H 2.195 -0.046 -2.360 0.3 0.1 -0.2
H -1.388 0.372 2.153 0.2 -0.7 0.9
H -1.212 1.731 1.042 0.4 1.0 -0.4
H -2.448 0.531 0.748 -3.7 -1.4 -2.3
```
Positions in Å, forces in eV/Å.

Values from the calculation:
- Multiplicity: 1
- Highest occupied orbital energy (spin up / spin down): -8.6 / -9.4 eV
- Kohn-Sham gap (spin up / spin down): 6.663 / 7.750 eV
- E: -7182.6447 eV
- Relative energy (zero: lowest compared OMol25 entry of this formula, charge and spin): 231.6 kcal/mol
- LUMO level (spin up / spin down): -1.9696 / -1.6388 eV

Löwdin population analysis, charges in e, atoms 1 to 4: number 1, C, carries 0.10; number 2, C, carries -0.13; number 3, C, carries -0.15; number 4, C, carries 0.24